{"formula": "C2H7NS2", "method": "ωB97M-V with the def2-TZVPD basis set", "species": ["C", "C", "S", "N", "S", "H", "H", "H", "H", "H", "H", "H"], "positions_angstrom": [[-0.5834, -1.1686, 0.4086], [-0.6277, 0.1396, -0.4847], [-1.7604, 1.3419, 0.3358], [0.8875, 0.5396, -0.7343], [1.9678, 0.2532, 0.5970], [0.3196, -1.0012, 1.0225], [-0.7223, -1.9877, -0.2968], [-1.5562, -1.2446, 0.9939], [-0.9137, 0.0597, -1.5821], [-0.6970, 1.9942, 0.6543], [0.8650, 1.6159, -0.8719], [2.8208, -0.5421, -0.0422]], "forces_ev_per_a": [[-2.689, 1.257, -1.228], [1.495, -1.288, -0.789], [-0.057, -0.411, -0.783], [-1.840, 2.498, 0.889], [0.280, 1.035, -0.182], [-0.836, -1.287, -0.172], [1.199, -0.510, 0.298], [1.461, 0.393, -0.323], [-0.220, -0.411, 1.638], [0.875, 1.346, 0.818], [0.259, -2.383, 0.054], [0.074, -0.238, -0.221]], "nbo_charge": [-0.67, -0.17, -0.04, -0.76, 0.15, 0.24, 0.22, 0.22, 0.22, 0.11, 0.37, 0.11], "smiles": "C[C@@H](S)NS", "orbital_gap_ev": 9.91}

---

{"formula": "C2H7NS2", "method": "ωB97M-V with the def2-TZVPD basis set", "species": ["C", "C", "N", "S", "S", "H", "H", "H", "H", "H", "H", "H"], "positions_angstrom": [[-1.2510, -0.7999, -0.0049], [-0.2243, -0.5565, 1.0159], [1.3167, 1.2478, -1.0657], [1.4245, -1.3277, 0.7253], [0.3625, 2.5244, -1.1807], [-1.5965, -1.7856, -0.0971], [-1.9162, 0.0504, -0.0169], [-0.8445, -0.6595, -1.0342], [-0.6747, -0.9823, 1.9793], [0.0938, 0.4500, 1.1526], [2.1892, 1.5466, -0.7937], [1.1203, 0.2923, -0.6798]], "forces_ev_per_a": [[1.197, 2.054, -3.250], [0.425, -2.625, 2.489], [-0.576, -1.893, 0.285], [-0.614, -0.155, 0.267], [-1.718, 0.866, -0.191], [-1.128, -1.158, 0.681], [-1.133, -0.378, 0.480], [0.272, -0.004, 0.429], [1.088, 0.922, -0.869], [-0.315, 1.101, 0.212], [2.742, 0.191, 0.385], [-0.242, 1.079, -0.916]], "nbo_charge": [-0.65, -0.56, -0.92, 0.10, 0.14, 0.23, 0.24, 0.21, 0.23, 0.24, 0.37, 0.38], "orbital_gap_ev": [5.89, 7.95]}

---

{"formula": "C2H7O2", "method": "ωB97M-V with the def2-TZVPD basis set", "species": ["O", "H", "H", "H", "C", "C", "O", "H", "H", "H", "H"], "positions_angstrom": [[-1.2121, -1.2956, -0.7826], [-2.1853, -1.1238, -1.0103], [0.4777, 1.8622, 1.2923], [-1.0092, -2.1822, -1.2313], [0.0975, 0.8620, 1.0434], [0.5876, 0.5819, -0.3117], [1.5813, -0.1210, -0.6442], [0.4302, 0.0326, 1.6734], [-0.9937, 0.8990, 1.0849], [0.1234, 0.9598, -1.2297], [2.1025, -0.4749, 0.1158]], "forces_ev_per_a": [[-0.812, -0.769, -0.635], [-0.037, 0.160, 0.156], [0.095, -0.011, 0.387], [0.200, -0.054, 0.128], [0.267, -1.023, -0.710], [-0.019, 0.463, -0.611], [0.107, -0.005, 0.837], [0.269, 0.566, 0.553], [0.023, 0.316, -0.186], [-0.221, 0.345, 0.224], [0.129, 0.013, -0.143]], "nbo_charge": [-0.15, 0.57, 0.36, 0.57, -0.76, 0.55, -0.48, 0.27, 0.29, 0.23, 0.55], "multiplicity": 2, "total_charge": 2, "s2": 0.7531, "orbital_gap_ev": [12.96, 5.89]}

---

{"formula": "C2H7O2P", "method": "ωB97M-V with the def2-TZVPD basis set", "species": ["C", "C", "O", "O", "P", "H", "H", "H", "H", "H", "H", "H"], "positions_angstrom": [[-0.4678, -0.2679, 2.7615], [-0.5802, -0.1236, -1.5910], [1.0229, 0.9132, 0.1962], [0.2159, 0.6112, -2.4903], [0.8792, -0.5020, -0.3907], [-1.4135, -0.7883, 2.8119], [0.4032, -0.9382, 2.7656], [-0.2307, 0.6530, 2.2466], [-0.9435, -0.9858, -2.0163], [-1.3766, 0.3989, -1.0978], [0.4810, 1.4120, -1.9542], [2.0100, -0.3825, -1.2415]], "forces_ev_per_a": [[1.196, -0.987, -0.500], [2.458, 0.320, 0.818], [-0.124, -0.944, 0.514], [-0.648, 1.601, 0.334], [-0.453, 2.460, 0.646], [-0.210, 0.522, 0.024], [-0.379, 0.242, 0.365], [-0.668, 0.155, 0.183], [-0.775, -1.879, -1.403], [-0.129, 0.510, 0.493], [-0.198, -0.946, -0.993], [-0.071, -1.055, -0.481]], "nbo_charge": [-0.51, -0.30, -0.99, -0.68, 1.13, 0.16, 0.15, 0.19, 0.19, 0.21, 0.49, -0.04], "orbital_gap_ev": [7.02, 8.95]}

---

The records above give, respectively, relative energy (zero: lowest compared OMol25 entry of this formula, charge and spin) values of 44.4 69.4 57.1 114.1 kcal/mol.